1.
17
Properties=species:S:1:pos:R:3 method="wB97M-V/def2-TZVPD" orbital_gap_ev="8.44 / 6.42" e_homo_ev="-7.75 / -8.88" charge=0 multiplicity=3
N 1.8986 0.4748 0.2257
C -0.0676 -0.9100 -0.3928
H -0.7875 -0.1699 -2.2630
O 2.2420 0.3200 -1.1897
H 2.3051 -0.5559 -1.5269
H -0.8023 0.1262 2.6583
C -0.7515 -0.0854 -1.2549
C -1.5467 0.8768 -0.6796
C -0.1908 -0.7736 0.9982
O 0.6240 -2.0458 -0.7799
C -0.9009 0.2245 1.6193
O 1.6317 1.5917 0.5311
C -1.4383 1.1665 0.7047
H -1.9444 2.0290 1.0628
F 0.4145 -1.7243 1.7194
H 1.3649 -2.1752 -0.1890
H -2.0508 1.6305 -1.2439

2.
18
Properties=species:S:1:pos:R:3 method="wB97M-V/def2-TZVPD" orbital_gap_ev="6.92 / 7.05" e_homo_ev="-21.54 / -23.43" charge=+3 relative_energy_kj_mol=13.6 multiplicity=6
H 1.4703 3.3003 2.2638
H -2.2375 -2.8014 -1.8460
O 0.6019 3.4509 1.7702
O 2.2378 2.2036 -0.8123
H -0.9446 -3.8471 -0.9764
H 0.7362 -3.1376 -2.4251
C -0.9998 0.3972 1.9993
O 2.3024 -0.7059 2.1905
C -1.2360 -3.2558 -1.8580
H -0.5089 -2.0322 -3.4023
O -1.4266 2.4297 -0.8804
H -0.0991 3.0442 2.3480
C -0.3111 -2.8573 -2.6759
C -0.9056 1.5090 -0.3857
C 1.5222 0.0988 1.7511
Fe 0.2213 0.7699 0.7252
C 1.4934 1.4607 -0.3388
O -1.9165 -0.0270 2.5531

3.
22
Properties=species:S:1:pos:R:3 method="wB97M-V/def2-TZVPD" orbital_gap_ev=4.37 e_homo_ev=-6.33 charge=0 relative_energy_kj_mol=84.1
C 0.7606 0.7129 -3.4666
Se 4.2984 1.7358 5.1383
N -0.7759 -0.4615 0.5680
Se 0.9999 0.0618 5.5157
Sb 2.8304 0.2749 3.8158
C -1.3291 -0.4156 -0.6749
C -2.8454 -1.2953 0.6878
C 1.4965 0.9380 -2.3644
Se 3.1082 -0.7774 1.4253
H -1.1084 -0.2798 -3.5595
H -3.1819 -1.1181 -1.4581
N -2.5523 -0.9509 -0.6413
N 0.7368 0.6188 -1.2464
H -1.6867 -1.1429 2.4881
C -1.8011 -0.9001 1.4242
Ga 1.1331 0.2276 0.7022
N -0.5007 0.3027 -3.0249
C -0.4517 0.1560 -1.6611
H 0.9273 0.7099 -4.5363
H 2.4604 1.3456 -2.3356
Se 1.2037 2.1097 2.2081
H -3.7220 -1.8524 0.9956

4.
16
Properties=species:S:1:pos:R:3 method="wB97M-V/def2-TZVPD" orbital_gap_ev="5.17 / 6.83" e_homo_ev="-19.10 / -23.88" charge=+3 multiplicity=7
H -0.7086 2.5594 1.4136
O -3.2007 -0.7722 -0.1540
Li 3.5707 -0.6076 -1.4726
Ru 1.5629 1.6209 0.0434
H 2.0731 -1.9500 0.5512
H -0.1651 0.8184 1.8673
C -0.5436 1.5210 1.1150
H -0.4875 -0.2380 -1.6567
C -0.8482 -0.3217 -0.6116
C 0.1100 -1.2497 0.1856
C 1.4470 -1.1563 0.1274
C -0.9551 1.0944 -0.0969
O 2.1119 -0.1268 -0.4337
C -2.2344 -0.9077 -0.8109
H -0.3214 -2.0953 0.7193
H -1.4109 1.8111 -0.7864

5.
13
Properties=species:S:1:pos:R:3 method="wB97M-V/def2-TZVPD" orbital_gap_ev=8.95 e_homo_ev=-14.34 charge=+1 relative_energy_kj_mol=411.6
H 3.3947 0.3142 -0.0925
H -3.0959 -0.6310 0.4029
N -0.1744 0.4132 0.2304
C -1.3569 0.8961 0.2303
C 2.3689 0.7120 0.0528
H -2.3355 -0.3878 -1.0986
H 2.2165 1.7955 -0.0006
H -1.5829 1.8894 0.2071
C -2.2398 -0.2158 -0.0581
C -0.4315 -0.9969 0.3235
C 0.7862 -1.4211 0.0509
H 1.2024 -2.3465 -0.2947
C 1.2480 -0.0212 0.0465

6.
13
Properties=species:S:1:pos:R:3 method="wB97M-V/def2-TZVPD" orbital_gap_ev=8.81 e_homo_ev=-13.25 charge=+1 relative_energy_kj_mol=351.1
H 0.5635 -0.3992 -2.2010
C 0.2008 -0.6705 -0.1306
C -0.2679 1.6007 4.0100
H -0.2584 -1.8064 -1.8156
H 0.0919 1.6209 0.0191
C -1.0094 -0.6801 0.7616
H 1.0453 -1.3036 0.1159
H -1.0573 -0.3490 -1.7553
C 0.1278 0.6603 0.5032
N -0.1513 -0.8093 -1.5863
C -0.4396 0.9319 2.9946
C -0.4392 0.2499 1.7303
H -0.2208 2.1200 4.9228

7.
13
Properties=species:S:1:pos:R:3 method="wB97M-V/def2-TZVPD" orbital_gap_ev=8.64 e_homo_ev=-14.85 charge=+1 relative_energy_kj_mol=243.8
H 3.0236 0.7806 0.3649
H 0.6234 -1.4469 -1.3950
C 0.3847 -0.9997 -0.4389
H -1.5947 -1.3182 -0.9003
C -1.3367 0.5472 0.3337
C 2.0733 0.2896 0.1462
C -1.0238 -0.9485 -0.0202
H -0.5219 2.4920 0.4052
H -2.3634 0.9593 0.5794
C 0.8479 0.7235 -0.4297
H -1.2271 -1.6556 0.8327
C -0.3338 1.4089 0.0665
N 1.4485 -0.8319 0.4554

8.
13
Properties=species:S:1:pos:R:3 method="wB97M-V/def2-TZVPD" orbital_gap_ev="7.05 / 7.16" e_homo_ev="-12.40 / -14.63" charge=+1 relative_energy_kj_mol=344.0 multiplicity=3
H 2.7737 0.7892 0.0733
H 2.8367 -1.0141 0.0613
H -4.5831 0.1933 -0.5546
C -3.6021 0.2451 -0.1653
C -0.0701 0.7606 0.2018
C 2.2778 -0.1150 -0.2220
N 0.9795 -0.2015 0.4647
C -2.5012 -0.0010 0.1665
H 0.1740 1.2828 -0.7233
H 1.0489 -0.4575 1.5056
H 1.9268 -0.3078 -1.1545
C -1.1489 -0.1136 0.3558
C -0.1120 -1.0604 -0.0094

9.
14
Properties=species:S:1:pos:R:3 method="wB97M-V/def2-TZVPD" orbital_gap_ev=9.17 e_homo_ev=-9.96 charge=0 relative_energy_kj_mol=651.2
C 1.5990 1.3542 0.1314
C 0.6747 0.3428 0.0831
N -2.4715 -1.4827 -0.0400
H 1.7864 1.5279 1.4292
C -0.6600 0.3363 0.0565
H -0.7049 2.5164 -0.0365
C 1.3369 -0.9140 -0.0743
H -1.8992 1.9489 0.5883
N 1.9639 -1.8057 -0.1514
C -1.4164 -0.8596 0.2310
C -1.2381 1.7251 -0.1573
H 1.3677 2.3846 -0.8084
H -1.6919 2.0660 -1.1498
H 2.9190 0.6656 -0.3063

10.
14
Properties=species:S:1:pos:R:3 method="wB97M-V/def2-TZVPD" orbital_gap_ev=8.67 e_homo_ev=-7.98 charge=0 relative_energy_kj_mol=90.1
H 0.1074 -2.7268 -0.0030
C -2.1359 -0.6873 -0.0958
N -0.8160 1.7625 -0.0554
N -3.2971 -0.6983 0.0438
H 2.0975 0.9307 -0.6549
H -0.5228 2.6922 0.1383
C -0.7913 -0.5672 -0.1103
C -0.1011 0.6076 -0.1643
C 0.2206 -1.6381 -0.0314
H -1.7800 1.6290 0.1100
H 1.6753 0.9071 0.9111
C 1.4480 -1.1506 0.0257
H 2.4973 -1.4913 -0.1033
C 1.3983 0.4306 -0.0106

11.
15
Properties=species:S:1:pos:R:3 method="wB97M-V/def2-TZVPD" orbital_gap_ev=8.76 e_homo_ev=-7.96 charge=0 relative_energy_kj_mol=245.7
C -0.4756 0.7824 -0.1534
H -0.4774 2.7568 2.3150
H 0.9442 -2.7322 -1.3051
C 0.4210 -1.7514 -0.9971
N -0.7581 2.0601 0.1967
C 0.4331 -1.5647 0.4843
O -0.4557 0.4842 -1.5287
C -0.4169 1.9316 1.5599
C -0.3314 -0.1673 0.8536
N -0.2573 0.6731 1.9639
H -0.0333 -2.4323 1.1453
H 0.3454 -0.7200 -2.9715
C 0.0397 -0.7858 -1.8865
H 1.6577 -1.5033 0.5595
H -0.6353 2.9688 -0.2360

12.
16
Properties=species:S:1:pos:R:3 method="wB97M-V/def2-TZVPD" orbital_gap_ev=9.86 e_homo_ev=-9.41 charge=0 relative_energy_kj_mol=313.0
H -1.7373 2.1486 -0.2898
C 0.3117 2.3606 0.0061
C -2.2756 -2.7955 1.2774
H 0.2053 3.3981 0.0368
C -0.8620 0.1905 -0.1751
H -0.0689 -2.4784 1.1082
H -3.2655 -3.2290 1.3334
H 2.5444 2.3695 -0.2173
O -1.7642 -0.6346 -0.0459
N 0.5090 -0.2161 -0.6713
O 2.7387 -0.2587 -0.7247
N -0.8676 1.6214 -0.0546
C 1.5950 1.8794 -0.1717
C 1.7163 0.3382 -0.5670
C -1.0917 -2.5860 1.3231
H 0.6730 -1.2220 -0.8822

Max |F|
In order: 3.05 15.81 3.43 4.21 4.91 3.61 3.71 4.29 9.87 4.50 5.59 5.36
Unit: eV Å⁻¹